{"formula": "C3H3NOS2", "method": "ωB97M-V with the def2-TZVPD basis set", "e_lumo_ev": [-1.073, -1.073], "e_above_lowest_kcal_mol": 59.1, "total_charge": 0, "spin_multiplicity": 1, "species": ["C", "C", "C", "N", "O", "S", "S", "H", "H", "H"], "xyz": [[0.87, 0.19, -0.42], [2.14, -0.50, -0.02], [-1.35, 0.27, 0.55], [-0.10, 0.42, 0.46], [2.40, -1.58, 0.39], [3.00, 0.96, -0.27], [-2.36, -0.55, -0.64], [0.76, 0.47, -1.45], [-1.85, 0.64, 1.44], [-3.52, -0.32, -0.03]]}